The following is a DFT calculation (ωB97M-V/def2-TZVPD) of one molecule with the formula C7H10O2 in a non-equilibrium geometry.

The geometry in XYZ format:
```
19
C7H10O2 ωB97M-V/def2-TZVPD
C 2.200 -0.849 0.001
C 0.869 -0.209 -0.087
C 0.103 2.077 0.047
C -0.966 0.949 0.071
C -2.030 -0.789 -0.457
C -0.471 -1.148 -0.092
C -0.222 -0.117 0.929
H 2.130 -1.852 0.484
H 2.841 -0.229 0.623
H 2.636 -1.034 -0.981
H -0.018 2.835 -0.716
H 0.398 2.511 1.020
H -0.892 0.788 -1.019
H -2.695 -1.525 -0.042
H -2.171 -0.746 -1.533
H -0.226 -2.193 0.022
H -0.276 -0.084 2.011
O 1.113 1.185 -0.489
O -2.322 0.430 0.207
```

Calculated values
SMILES: C[C@@]12OC[C@@H]3OC[C@@H]1[C@H]32
Calculated total energy in eV: -11510.4158
HOMO in eV: -9.145
Kohn-Sham gap in eV: 10.2